{"formula": "C34H28N2PRh", "method": "ωB97M-V with the def2-TZVPD basis set", "energy_ha": -1873.3219, "total_charge": 2, "elements": ["Rh", "C", "C", "C", "C", "N", "C", "C", "C", "C", "C", "C", "N", "H", "H", "H", "H", "H", "H", "H", "H", "C", "C", "C", "C", "C", "C", "P", "C", "C", "C", "C", "C", "C", "C", "C", "C", "C", "C", "C", "H", "H", "H", "H", "H", "H", "H", "H", "H", "H", "H", "H", "H", "H", "H", "C", "C", "C", "C", "C", "C", "H", "H", "H", "H", "H"], "xyz": [[0.148, -0.113, -1.454], [3.683, -3.056, -1.471], [3.013, -4.227, -1.150], [1.628, -4.219, -1.063], [0.956, -3.025, -1.288], [1.616, -1.887, -1.562], [2.941, -1.903, -1.661], [-0.525, -2.907, -1.321], [-1.365, -3.991, -1.114], [-2.737, -3.843, -1.234], [-3.255, -2.606, -1.584], [-2.379, -1.554, -1.753], [-1.052, -1.688, -1.614], [4.758, -3.032, -1.575], [3.560, -5.143, -0.978], [1.098, -5.130, -0.833], [3.422, -0.965, -1.911], [-0.950, -4.954, -0.861], [-3.392, -4.687, -1.067], [-4.314, -2.449, -1.720], [-2.727, -0.572, -2.030], [0.204, -2.980, 3.532], [-0.846, -2.940, 2.621], [-0.929, -1.900, 1.714], [0.037, -0.889, 1.718], [1.092, -0.937, 2.627], [1.165, -1.981, 3.538], [-0.222, 0.497, 0.593], [-1.772, 1.267, 1.076], [-2.841, 1.405, 0.204], [-4.037, 1.947, 0.647], [-4.170, 2.344, 1.968], [-3.110, 2.189, 2.855], [-1.919, 1.640, 2.417], [1.105, 1.711, 0.775], [2.428, 1.305, 0.553], [3.460, 2.219, 0.636], [3.184, 3.545, 0.943], [1.877, 3.952, 1.175], [0.834, 3.043, 1.084], [0.269, -3.793, 4.242], [-1.599, -3.716, 2.626], [-1.758, -1.859, 1.015], [1.843, -0.158, 2.645], [1.972, -2.009, 4.257], [-2.737, 1.085, -0.824], [-4.870, 2.047, -0.036], [-5.102, 2.768, 2.312], [-3.217, 2.486, 3.889], [-1.101, 1.509, 3.116], [2.652, 0.264, 0.346], [4.480, 1.901, 0.474], [3.990, 4.263, 1.007], [1.668, 4.979, 1.439], [-0.183, 3.375, 1.244], [0.777, 4.084, -2.883], [-0.586, 3.910, -2.610], [-1.079, 2.663, -2.286], [-0.177, 1.599, -2.235], [1.163, 1.732, -2.585], [1.643, 3.011, -2.889], [1.149, 5.069, -3.127], [-1.255, 4.759, -2.652], [-2.131, 2.527, -2.099], [1.840, 0.878, -2.659], [2.682, 3.140, -3.158]]}